No. 1
This record from the OMol25 dataset describes the molecule C4H7FS in a non-equilibrium geometry. The level of theory is wB97M-V/def2-TZVPD.

Calculated values
- Relative energy (zero: lowest compared OMol25 entry of this formula, charge and spin): 89.7 kJ/mol
- Highest occupied orbital energy: -8.81 eV
- Energy: -654.63081 hartree
- Structure (SMILES): F[C@@H]1CCSC1

Cartesian coordinates (Å):
C: 0.399682 -0.071923 -0.916132
C: 0.726635 -0.545815 0.453460
C: -0.064689 0.209068 1.519238
C: -0.961505 0.506476 -0.946016
H: 1.186661 0.525965 -1.363595
H: 1.825967 -0.305879 0.537940
H: 0.284674 -1.557856 0.501866
H: -0.127410 -0.542374 2.445850
H: 0.372478 1.106429 1.841898
H: -1.511378 -0.073792 -1.674523
H: -0.741774 1.481232 -1.333323
F: 0.298710 -1.207466 -1.735269
S: -1.688052 0.475936 0.668606

Cartesian forces (eV/Å) of the 2 atoms listed first:
C -0.137 -1.514 -0.483
C 1.024 0.680 0.786

=====

No. 2
This record from the OMol25 dataset describes the molecule C4H7FS2 in a non-equilibrium geometry. The level of theory is wB97M-V/def2-TZVPD.

Calculated values
- Relative energy (zero: lowest compared OMol25 entry of this formula, charge and spin): 68.9 kJ/mol
- Highest occupied orbital energy: -9.24 eV
- Energy: -1052.80504 hartree
- Structure (SMILES): F[C@]1(CS)C[C@@H]1S

Cartesian coordinates (Å):
C: 1.455011 0.377909 -0.132195
C: 0.050413 0.206639 0.323567
C: -0.976581 1.202300 -0.139951
C: -1.015302 -0.238472 -0.575801
H: 1.852658 -1.495717 1.107742
H: 1.477647 0.704278 -1.159133
H: 1.982544 1.103006 0.461719
H: -1.850118 1.431150 0.478303
H: -0.745025 1.917942 -0.892322
H: -0.806324 -0.410140 -1.629492
H: -1.412628 -2.148345 0.582024
F: -0.019571 -0.101448 1.627794
S: 2.326249 -1.224852 -0.091238
S: -2.318974 -1.324255 0.038987

Cartesian forces (eV/Å) of the 2 atoms listed first:
C 0.217 -0.803 -0.295
C -0.040 2.017 -0.567

=====

No. 3
This record from the OMol25 dataset describes a cluster of 2 separate species, C4H7I2P in total in a non-equilibrium geometry. The level of theory is wB97M-V/def2-TZVPD.

Calculated values
- Relative energy (zero: lowest compared OMol25 entry of this formula, charge and spin): 451.4 kJ/mol
- Highest occupied orbital energy (alpha / beta): -8.31 / -8.86 eV
- Energy: -1093.17376 hartree

Cartesian coordinates (Å):
C: -0.659380 0.910028 -0.051759
C: -1.445489 -0.291902 -0.347617
C: 0.736280 0.634493 -0.445695
C: 1.145708 -0.668040 0.089230
P: -0.345136 -1.881036 -0.151220
I: 2.084027 2.265765 -0.092103
I: 3.051536 -1.440835 -0.054697
H: -1.101491 1.608948 -0.723475
H: -0.893836 1.309523 0.987721
H: -2.215073 -0.312666 0.509616
H: -1.892499 -0.398746 -1.324386
H: 0.643265 0.708722 -1.617016
H: 1.087570 -0.111303 2.054001
H: -0.195485 -2.332956 1.167401

Cartesian forces (eV/Å) of the 2 atoms listed first:
C -1.019 1.767 1.182
C -1.725 -3.211 3.414

=====

No. 4
This record from the OMol25 dataset describes a cluster of 2 separate species, C4H7IO in total in a non-equilibrium geometry. The level of theory is wB97M-V/def2-TZVPD.

Calculated values
- Relative energy (zero: lowest compared OMol25 entry of this formula, charge and spin): 293.0 kJ/mol
- Highest occupied orbital energy: -8.81 eV
- Energy: -529.41792 hartree

Cartesian coordinates (Å):
C: -1.390353 -0.445056 -0.423576
C: -0.378539 -1.124935 0.547202
C: -0.351588 0.365227 0.152848
C: 1.380500 0.720428 -0.900415
O: -0.587271 1.294854 1.152274
I: 2.964038 0.348669 0.509459
H: -1.188247 -0.546599 -1.477097
H: -2.459162 -0.295862 -0.208377
H: -0.666901 -1.301019 1.511651
H: 0.283351 -1.854925 0.066535
H: 1.076017 1.701529 -1.197933
H: 1.375699 0.032604 -1.634749
H: -0.057540 1.105088 1.902180

Cartesian forces (eV/Å) of the 2 atoms listed first:
C -0.765 -0.011 -0.471
C 0.184 1.442 -3.643

=====

No. 5
This record from the OMol25 dataset describes the molecule C4H7IO2S in a non-equilibrium geometry. The level of theory is wB97M-V/def2-TZVPD.

Calculated values
- Relative energy (zero: lowest compared OMol25 entry of this formula, charge and spin): 91.3 kJ/mol
- Highest occupied orbital energy: -9.77 eV
- Energy: -1002.90759 hartree
- Structure (SMILES): CC1(I)CS(=O)(=O)C1

Cartesian coordinates (Å):
C: 0.679282 -0.445668 1.399387
C: -1.439289 0.435595 0.613690
C: -0.328920 -0.534174 0.257171
C: 0.282601 -0.253291 -1.110075
O: -1.180436 -0.816829 3.409392
O: -0.150913 1.429247 3.194325
S: -0.579775 0.199165 2.603189
I: -1.163821 -2.554994 0.281138
H: 1.177382 -1.367068 1.689215
H: 1.412855 0.344308 1.245311
H: -1.248949 1.465104 0.342876
H: -2.463830 0.125230 0.475167
H: -0.474774 -0.311931 -1.888327
H: 1.072135 -0.965156 -1.344055
H: 0.704188 0.751893 -1.117635

Cartesian forces (eV/Å) of the 2 atoms listed first:
C -0.493 0.129 0.664
C 1.108 -0.507 2.997

=====

No. 6
This record from the OMol25 dataset describes a cluster of 2 separate species, C4H7IOS in total in a non-equilibrium geometry. The level of theory is wB97M-V/def2-TZVPD.

Calculated values
- Relative energy (zero: lowest compared OMol25 entry of this formula, charge and spin): 120.9 kJ/mol
- Highest occupied orbital energy: -8.46 eV
- Energy: -927.66240 hartree
- Structure (SMILES): C=C1OCCS1.I

Cartesian coordinates (Å):
C: -0.634856 -1.216713 -0.724403
C: -0.867569 -1.229873 0.789500
C: -0.410615 1.040717 -0.304218
C: -0.133306 2.339205 -0.545836
O: -0.681450 0.043853 -1.207890
S: -0.098401 0.302904 1.301008
I: 3.695916 -0.053008 0.062439
H: 0.218192 -1.932664 -1.031252
H: -1.506482 -1.777057 -1.151454
H: -1.888362 -1.335851 1.067714
H: -0.373509 -1.984097 1.451436
H: 0.138100 2.727431 -1.554496
H: 2.711719 0.177424 1.413968
H: -0.169376 2.897723 0.433480

Cartesian forces (eV/Å) of the 2 atoms listed first:
C -0.808 -4.976 0.287
C 1.370 -0.421 1.118

=====

No. 7
This record from the OMol25 dataset describes a structure of composition C4H7IrO3 in a non-equilibrium geometry. The level of theory is wB97M-V/def2-TZVPD.

Calculated values
- Relative energy (zero: lowest compared OMol25 entry of this formula, charge and spin): 0.0 kJ/mol
- <S²>: 6.008
- Total charge: +2
- Highest occupied orbital energy (alpha / beta): -16.89 / -20.14 eV
- Energy: -485.69460 hartree
- Spin multiplicity: 5

Cartesian coordinates (Å):
O: 2.709164 0.671474 -0.033202
C: 3.542139 -0.216036 -0.001868
H: 4.616305 0.029589 -0.033175
H: 3.248649 -1.276044 0.100809
O: -0.610464 1.787284 0.032339
C: -1.890348 1.371477 -0.001053
C: -2.281885 -0.058608 -0.019539
O: -1.642288 -1.117338 0.126545
C: -0.146936 -1.257258 0.008780
Ir: 0.787473 0.611427 0.044781
H: -2.472887 1.748189 -0.881092
H: -2.516397 1.741523 0.851386
H: -3.365522 -0.222075 -0.116640
H: -0.036836 -1.854260 -0.907717
H: 0.059832 -1.959346 0.829649

Cartesian forces (eV/Å) of the 2 atoms listed first:
O 2.619 1.103 -0.148
C 1.290 -1.114 0.300

=====

No. 8
This record from the OMol25 dataset describes a structure of composition C4H7LiMgO2 in a non-equilibrium geometry. The level of theory is wB97M-V/def2-TZVPD.

Calculated values
- <S²>: 0.757
- Total charge: +1
- Highest occupied orbital energy (alpha / beta): -12.13 / -13.22 eV
- Energy: -514.46165 hartree
- Spin multiplicity: 2

Cartesian coordinates (Å):
H: 1.272881 0.644197 4.014533
C: 1.531044 -3.128861 2.998022
C: 0.333024 -3.951590 3.344406
C: 0.084730 -3.941279 1.889841
C: -0.444952 -2.752367 1.160234
O: -0.664567 -1.720858 2.030510
O: 1.702964 -1.939519 3.428942
Li: 2.685241 -0.632327 4.387830
Mg: 0.268133 -0.500615 3.109662
H: 2.434038 -3.659165 2.663943
H: 0.587137 -4.936074 3.749914
H: -0.392272 -3.403636 3.956587
H: 0.435896 -4.782711 1.288826
H: -1.406627 -3.087758 0.708352
H: 0.262341 -2.463395 0.353415

Cartesian forces (eV/Å) of the 2 atoms listed first:
H -0.017 -0.263 -0.046
C 1.033 -1.399 1.546

=====

Look up the energy of the first one. -654.63081 hartree